Entry 1:
Molecular formula: C11H21N4O5SeV
Method: DFT, wB97M-V/def2-TZVPD

Atoms and positions in Å:
H (-0.6751, 2.5792, 4.3702)
C (-2.0290, 3.3768, 1.9750)
C (0.4375, 3.7050, 2.2316)
C (-2.6106, -2.8347, -2.1984)
H (2.3368, -2.9045, -0.6863)
H (-1.5376, 0.2732, 1.7351)
C (0.5341, -1.3833, -3.0634)
H (-1.5966, 1.2746, 3.6253)
O (1.4471, -0.3585, 0.5764)
H (3.2196, -1.0849, -2.0769)
H (0.4888, 4.2251, 1.2746)
C (2.3304, -0.6775, -1.5859)
H (2.1124, 0.3019, -2.0142)
C (1.5380, -2.9359, -1.4300)
C (-0.0796, 0.0433, -3.1420)
H (-0.2745, -2.1043, -3.1937)
H (1.9105, -3.4541, -2.3218)
O (3.6844, -0.4064, 0.3889)
C (-0.6901, 2.6742, 2.1984)
H (-0.4513, -3.7607, -1.5231)
H (-2.1000, 1.0190, 0.3808)
H (0.7134, -4.7188, -0.5886)
O (-0.1646, 0.5885, -4.2305)
O (-0.4490, 0.5245, -2.0056)
C (-0.7010, 1.8918, 3.5228)
N (-1.2637, 0.7016, 0.8544)
H (1.3958, 3.2105, 2.4072)
N (-0.4001, 1.8204, 1.0417)
H (-2.8615, 2.6710, 2.0121)
N (-2.5444, -3.6343, -3.0367)
H (-0.9496, -3.1809, 0.5143)
H (-2.0249, 3.8563, 0.9950)
C (0.3817, -3.7008, -0.8226)
C (2.5546, -0.4750, -0.0736)
H (0.2705, 4.4318, 3.0277)
O (-0.0044, -3.0296, 0.3828)
H (0.1788, 1.2464, 3.5765)
N (1.1525, -1.5522, -1.7423)
H (0.5393, 1.4457, 1.1212)
Se (-2.6837, -1.6289, -0.8658)
V (-0.1966, -0.6546, -0.4752)
H (-2.1963, 4.1371, 2.7405)
H (1.2581, -1.5179, -3.8762)

Force components x, y, z for each atom (eV/Å):
H -0.06 -0.02 0.02
C 0.11 -0.02 -0.03
C -0.05 -0.12 -0.07
C -0.11 -0.68 -0.77
H 0.06 0.03 -0.06
H -0.05 0.00 0.07
C -0.01 0.40 -0.11
H 0.02 -0.01 0.03
O 0.38 0.23 0.33
H 0.03 0.00 0.07
H 0.02 0.02 0.02
C 0.15 -0.15 0.28
H -0.03 -0.02 -0.06
C -0.27 -0.10 0.16
C 0.28 -0.31 -0.65
H 0.00 -0.03 0.06
H 0.04 -0.01 0.01
O -0.22 0.04 -0.07
C -0.05 0.06 0.12
H -0.05 0.02 0.06
H -0.07 0.00 -0.09
H -0.02 0.01 -0.01
O -0.05 -0.04 0.20
O -0.12 0.38 -0.24
C 0.03 0.06 -0.12
N 0.17 0.24 0.19
H 0.01 0.04 0.00
N -0.11 0.30 0.16
H -0.01 0.01 0.00
N 0.03 0.07 0.05
H -0.13 0.11 -0.09
H -0.03 0.02 0.02
C 0.12 -0.10 -0.12
C 0.66 0.00 -0.22
H 0.01 0.00 0.01
O 0.07 0.25 -0.12
H 0.00 0.00 0.05
N 0.84 -0.34 -0.79
H 0.04 -0.14 -0.04
Se 0.00 0.42 0.79
V -1.62 -0.62 0.92
H -0.02 -0.03 0.02
H 0.00 0.04 0.01

Net charge ... -1
HOMO level (spin up / spin down) ... -3.30 / -2.77 eV
Relative energy (zero: lowest compared OMol25 entry of this formula, charge and spin) ... 0.0 kcal per mole
Spin multiplicity ... 2
Electronic energy ... -118983.226 eV
Kohn-Sham gap (spin up / spin down) ... 0.214 / 0.194 Ha
<S²> ... 0.791

Here are the Mulliken charges for atoms 1 to 2, given in e: H 0.442; C -1.826


Entry 2:
Molecular formula: C35H37GeIrNO6P2S2
Method: DFT, wB97M-V/def2-TZVPD

Atoms and positions in Å:
C (-3.9249, 1.3439, -2.7822)
C (-0.8333, -1.6843, -1.4755)
H (2.1282, -3.0366, 3.1796)
C (3.9506, 1.1458, 1.5593)
C (4.8764, 2.5796, -0.7994)
C (-1.4913, 4.3747, 2.6995)
H (-1.1144, -4.5336, 0.5271)
C (-3.3862, 2.2489, -3.6856)
C (-3.7291, -2.3915, 0.6131)
H (5.0255, -3.3038, 1.2759)
C (2.6988, -0.3616, -0.0908)
C (5.1464, 2.0454, 1.5736)
C (-3.2115, 0.9846, -1.6486)
Ge (2.8495, -1.9744, 1.0111)
H (-4.8999, 0.9077, -2.9639)
S (2.9134, 1.6536, -2.4359)
C (-4.4915, -4.6716, 0.7317)
C (-3.1755, -5.1097, 0.6591)
H (-3.8002, 2.0388, 0.6782)
C (5.5661, 2.6903, 0.4854)
C (0.5208, -1.0880, -3.3918)
C (-2.8661, 4.5139, 2.7890)
H (5.0843, -1.8790, 2.3165)
H (-0.4220, 2.8332, -2.1581)
H (1.4299, -0.6423, -3.7752)
H (-0.8348, 5.0294, 3.2582)
O (1.4460, 0.9373, 2.2038)
P (-1.0069, 1.2354, 0.1222)
H (0.8761, -1.9082, 2.6206)
H (-4.7738, 3.7796, 2.1222)
S (2.6168, 1.8224, 2.6068)
O (2.9657, 1.6043, 3.9880)
P (-0.9551, -1.7055, 0.3566)
H (-0.3245, -1.5292, -5.3134)
Ir (1.2926, 1.1975, 0.1153)
H (2.5143, -4.4199, 0.3837)
H (5.3737, -1.7150, 0.5783)
H (2.7140, -0.6677, -1.1338)
O (3.2458, 2.7931, -3.2472)
C (-1.7658, 2.5338, 1.1689)
H (-3.6266, 0.2730, -0.9459)
H (-2.3728, -2.5492, -4.3706)
C (-1.7992, -2.2012, -2.3389)
C (-3.6980, 3.6681, 2.0617)
H (-3.9362, -1.3280, 0.5932)
H (2.3269, -1.2840, 3.4115)
O (3.0696, 0.3552, -3.0507)
H (-1.6976, 3.4878, -4.1603)
C (-0.4583, -1.5826, -4.2397)
C (-1.6101, -2.1532, -3.7106)
O (1.5043, 1.8170, -1.8542)
C (-1.7627, -0.1385, 2.2725)
C (-2.1425, -4.1888, 0.5710)
H (0.1375, 3.2842, 1.8367)
H (2.8700, -3.4555, -1.0585)
C (-2.1299, 2.7908, -3.4537)
C (-0.9393, 3.3848, 1.8930)
H (1.1051, -0.7692, -1.3638)
C (-4.7646, -3.3111, 0.7149)
C (1.9481, -2.0530, 2.7390)
H (1.2427, -3.4352, -0.3664)
H (-3.9413, 2.5243, -4.5741)
C (-1.9514, 1.5232, -1.4113)
N (-1.7399, -0.1835, 0.7872)
H (-2.4782, 0.6113, 2.6055)
H (-5.2998, -5.3881, 0.8078)
C (4.7845, -2.2405, 1.3316)
H (5.6556, 2.1678, 2.5220)
O (2.3919, 3.1919, 2.1894)
C (-1.4132, 2.4307, -2.3220)
C (-2.4078, -2.8209, 0.5323)
H (5.1425, 3.2302, -1.6216)
H (6.4301, 3.3406, 0.5498)
H (-5.7887, -2.9637, 0.7782)
C (-3.1503, 2.6884, 1.2521)
C (3.8850, 1.6993, -0.9369)
H (4.1911, 0.2127, 2.0749)
H (-3.2950, 5.2829, 3.4199)
C (0.3392, -1.1612, -2.0186)
H (-2.7106, -2.6334, -1.9444)
H (-2.0926, -1.1074, 2.6499)
C (3.3867, 0.8674, 0.1733)
C (2.3041, -3.4768, -0.1251)
H (-0.7822, 0.0914, 2.6990)
H (-2.9538, -6.1695, 0.6788)

Force components x, y, z for each atom (eV/Å):
C -0.02 -0.05 0.01
C -0.07 0.11 0.03
H 0.01 -0.01 0.00
C -0.03 0.00 -0.01
C 0.04 0.02 0.05
C -0.02 0.01 0.01
H 0.00 0.00 0.00
C 0.02 0.02 -0.02
C 0.02 0.00 0.01
H -0.01 0.00 0.00
C 0.39 0.18 0.14
C -0.01 0.01 0.00
C 0.02 -0.11 -0.02
Ge 0.00 -0.09 0.12
H 0.00 0.01 0.00
S -0.37 0.44 0.37
C 0.01 0.00 0.00
C -0.01 0.00 -0.01
H 0.00 0.01 0.02
C 0.00 0.01 -0.03
C -0.09 -0.11 -0.21
C 0.02 0.01 0.01
H 0.00 0.00 0.00
H -0.02 0.00 0.00
H -0.17 -0.09 0.01
H 0.00 0.00 0.00
O 0.06 0.04 -0.22
P -0.17 -0.01 0.04
H 0.06 0.00 0.00
H 0.00 0.00 0.00
S 0.01 0.08 0.01
O 0.00 -0.05 0.00
P -0.10 -0.04 -0.17
H 0.00 0.00 -0.01
Ir -0.29 0.23 0.47
H 0.00 0.00 0.01
H 0.01 -0.01 0.00
H 0.31 0.07 0.11
O 0.06 -0.05 -0.01
C 0.03 0.04 -0.02
H 0.03 -0.03 -0.03
H -0.01 -0.01 0.00
C -0.13 0.05 0.04
C -0.01 -0.02 -0.02
H 0.00 -0.02 0.03
H 0.02 -0.01 0.01
O 0.33 0.05 0.01
H 0.00 0.00 0.00
C -0.05 -0.03 0.07
C -0.03 0.02 -0.06
O 0.53 -0.28 -0.34
C -0.07 -0.02 0.04
C -0.02 0.00 0.02
H 0.03 -0.02 0.01
H -0.02 -0.01 -0.01
C -0.03 -0.01 -0.01
C -0.02 0.00 -0.04
H -0.59 -0.22 -0.28
C 0.00 0.02 0.01
C 0.00 0.03 0.04
H 0.04 -0.02 -0.02
H 0.00 0.00 0.00
C 0.13 0.02 -0.03
N 0.11 0.09 0.00
H 0.01 -0.07 0.03
H 0.00 0.00 0.00
C -0.01 0.02 -0.01
H 0.00 -0.01 0.00
O 0.03 -0.01 0.05
C 0.01 -0.03 -0.01
C 0.01 0.02 0.04
H -0.01 0.00 0.00
H 0.00 0.00 0.00
H 0.00 0.00 0.00
C 0.00 0.06 -0.01
C -0.13 -0.04 -0.04
H 0.01 0.00 0.01
H 0.00 0.00 0.00
C -0.12 -0.08 -0.19
H 0.00 0.01 -0.01
H 0.00 -0.04 -0.01
C 0.23 -0.07 0.01
C 0.00 0.00 -0.01
H 0.03 -0.02 0.01
H 0.00 0.00 0.00

Net charge ... -1
HOMO level ... -5.11 eV
Relative energy (zero: lowest compared OMol25 entry of this formula, charge and spin) ... 4.4 kcal per mole
Electronic energy ... -150276.810 eV
Kohn-Sham gap ... 0.277 Ha

Here are the Mulliken charges for atoms 1 to 2, given in e: C -0.762; C 0.664


Entry 3:
Molecular formula: C2H4N2S3
Method: DFT, wB97M-V/def2-TZVPD

Atoms and positions in Å:
H (3.2859, -1.2772, -1.0671)
N (2.5029, -0.8605, -0.5785)
H (1.5421, 0.6769, 1.3240)
H (0.9868, -2.4582, -0.8258)
C (-0.0550, -0.5529, 0.0270)
H (-2.2346, 1.9518, 1.8417)
S (-2.3212, 2.3114, 0.5454)
C (1.4079, -1.4911, -0.4948)
S (-2.4734, 0.5383, -0.6483)
N (-1.1316, -0.5862, -0.6505)
S (0.2015, 0.5607, 1.5013)

Force components x, y, z for each atom (eV/Å):
H -0.08 -0.63 0.12
N -2.15 -0.45 0.43
H -0.36 -0.24 0.03
H 0.92 0.22 -0.07
C 1.68 0.21 0.10
H -0.31 -0.47 -0.24
S 0.17 -0.31 -0.92
C -2.26 2.33 0.18
S 0.66 -0.60 1.15
N 1.00 0.97 0.42
S 0.73 -1.04 -1.20

Net charge ... 0
HOMO level ... -8.38 eV
Relative energy (zero: lowest compared OMol25 entry of this formula, charge and spin) ... 57.2 kcal per mole
Electronic energy ... -37621.945 eV
Kohn-Sham gap ... 0.314 Ha

Here are the Mulliken charges for atoms 1 to 2, given in e: H 0.252; N -0.508